No. 1
{
  "formula": "C32H50AlBN2O12",
  "method": "ωB97M-V/def2-TZVPD",
  "symbols": ["Al", "O", "O", "O", "O", "O", "O", "O", "O", "O", "O", "O", "O", "N", "N", "C", "C", "C", "C", "C", "C", "C", "C", "C", "C", "C", "C", "C", "C", "C", "C", "C", "C", "C", "C", "C", "C", "C", "C", "C", "C", "C", "C", "C", "C", "C", "C", "B", "H", "H", "H", "H", "H", "H", "H", "H", "H", "H", "H", "H", "H", "H", "H", "H", "H", "H", "H", "H", "H", "H", "H", "H", "H", "H", "H", "H", "H", "H", "H", "H", "H", "H", "H", "H", "H", "H", "H", "H", "H", "H", "H", "H", "H", "H", "H", "H", "H", "H"],
  "xyz": [[-3.439, 0.478, 1.668], [4.897, -3.512, -3.557], [-0.495, 4.234, 0.756], [-1.428, 0.108, 4.051], [-2.054, -4.087, 1.219], [-2.467, -2.260, 2.408], [-3.269, -0.471, -1.285], [-3.284, 2.819, -2.981], [-0.096, 0.969, 5.668], [-1.729, -0.437, -3.003], [-3.128, 2.293, -0.785], [3.815, -1.533, -3.861], [-1.546, 2.771, 1.969], [0.737, 1.504, -1.800], [1.475, -2.021, 1.114], [1.495, -3.351, 1.484], [-2.433, -2.551, -2.263], [-0.312, 0.196, 4.582], [1.388, 2.900, -3.418], [0.984, -0.294, 4.051], [0.375, 2.064, -3.009], [-2.622, -5.387, 1.031], [3.431, -2.518, 2.129], [2.678, -3.700, 2.050], [-2.553, -1.053, -2.068], [2.682, -1.511, 1.541], [1.301, 1.050, 6.062], [4.245, -2.526, -3.117], [2.354, 2.917, -2.404], [1.713, 4.128, 1.472], [-0.460, 3.279, 1.561], [-2.852, 5.165, -2.904], [3.872, -2.229, -1.690], [-1.737, -2.637, -3.616], [-3.980, -5.321, 1.700], [3.246, -0.457, -3.187], [1.970, -0.036, 5.178], [0.946, 2.940, 1.979], [-2.986, 3.928, -3.835], [0.831, 4.692, 0.424], [1.962, 1.961, -1.422], [2.844, -1.094, -1.851], [-0.972, -1.346, -3.750], [-2.394, 4.557, -1.577], [-3.799, -4.323, 2.825], [-2.926, 3.067, -1.734], [-2.736, -3.434, 2.188], [-0.600, -0.008, 0.557], [1.119, 4.346, -0.568], [1.320, 2.011, 1.550], [-2.148, 5.927, -3.239], [0.970, 5.770, 0.500], [-1.932, -2.992, -1.402], [2.916, -4.695, 2.395], [2.091, -0.922, 5.802], [1.412, 3.534, -4.292], [0.959, -1.292, 3.612], [2.929, -0.464, 1.445], [-2.401, -2.772, -4.469], [-1.945, -6.102, 1.498], [-0.787, -0.931, 0.031], [1.439, 0.956, 7.139], [-2.711, -5.424, -0.055], [-0.936, -1.017, -4.788], [3.411, -3.132, -1.288], [0.613, -3.943, 1.286], [-0.803, -0.103, 1.612], [2.341, -0.094, -3.674], [-1.306, 4.524, -1.535], [-4.164, -6.368, 1.941], [-3.845, 5.607, -2.821], [2.849, -0.401, -1.011], [-3.773, 4.073, -4.574], [-0.565, 1.784, -3.461], [1.155, 0.472, 3.295], [-2.058, 3.606, -4.309], [1.827, -1.486, -1.860], [3.238, 3.536, -2.448], [-3.214, -4.651, 3.684], [1.056, 2.877, 3.062], [-4.666, -3.789, 3.214], [0.170, 0.918, -1.205], [3.939, 0.382, -3.126], [4.403, -2.394, 2.582], [2.925, 0.292, 4.766], [-1.206, 0.791, 0.157], [0.451, 0.236, 0.557], [1.720, 2.043, 5.903], [-4.716, -4.954, 0.984], [1.805, 4.927, 2.208], [2.719, 3.923, 1.107], [-1.082, -3.508, -3.591], [-3.444, -2.938, -2.392], [-2.755, 5.065, -0.682], [0.659, -1.496, 0.831], [2.328, 1.625, -0.463], [0.065, -1.382, -3.414], [4.687, -1.896, -1.047]],
  "forces_ev_per_a": [[1.2, 0.1, -0.3], [-2.8, 3.8, 1.6], [0.5, 3.7, -3.1], [2.5, 0.1, 1.5], [0.2, 0.7, 0.9], [-0.4, -1.4, 0.0], [1.2, -0.5, -1.2], [-0.4, -0.4, 0.2], [0.0, 0.2, 0.4], [-0.9, 1.6, 1.7], [0.7, 1.6, -2.4], [0.2, 0.3, -2.8], [3.4, 1.0, -0.9], [0.8, 0.5, -0.6], [2.0, -1.5, 1.3], [-2.7, 1.3, -1.8], [-0.8, 0.8, -0.9], [-3.0, 0.6, -0.8], [1.2, 1.2, 0.5], [0.3, 0.5, 0.2], [-0.5, -1.2, 0.9], [0.0, 0.8, -0.5], [0.6, -1.8, 0.5], [2.2, 0.4, 1.1], [-0.6, 0.2, 0.5], [-1.6, 0.9, -0.8], [0.1, -0.3, -0.9], [3.4, -3.7, -0.7], [0.1, -0.1, -1.0], [1.1, 0.4, 0.6], [-4.2, -4.7, 4.1], [0.0, -0.5, 0.0], [-1.1, 0.0, 0.6], [1.0, -1.7, 0.2], [0.0, -1.2, -0.1], [-1.0, 0.0, 1.3], [0.3, -0.1, 0.7], [0.6, -0.2, 0.8], [0.6, 0.8, 0.1], [0.5, 0.6, -0.7], [-1.6, 0.1, -0.2], [0.2, 0.2, 0.8], [0.1, -0.5, -0.9], [-0.4, -1.3, -1.0], [1.3, 0.5, -0.3], [-0.8, 0.2, 3.8], [0.0, 2.6, -0.3], [-0.9, 0.0, -0.6], [-0.4, 0.0, -0.2], [-0.5, -0.1, -0.1], [-0.2, -0.1, -0.3], [-1.0, 0.1, -0.6], [0.1, -0.1, -0.1], [0.2, 0.2, 0.0], [0.3, -0.1, -0.2], [-0.1, -0.2, 0.0], [-0.1, 0.2, 0.2], [-0.1, -0.1, 0.0], [-0.3, 0.1, 0.3], [-0.1, -0.3, -0.4], [-0.7, -3.6, -1.9], [-0.5, -0.7, -0.1], [0.2, -0.9, 0.1], [-0.1, 0.2, 0.0], [0.2, 0.0, 0.3], [0.0, -0.1, 0.1], [-0.8, -0.7, 4.2], [0.1, -0.1, -0.6], [0.0, 0.0, 0.1], [-0.8, 0.3, 0.4], [0.1, 0.1, 0.1], [0.2, 0.0, -0.1], [0.1, -0.4, 0.1], [0.0, 0.0, 0.0], [0.2, -0.3, -0.6], [0.1, 0.6, -0.4], [-0.1, -0.1, -0.4], [0.1, -0.2, 0.3], [-0.3, -0.8, 0.3], [-0.4, -0.3, 0.0], [0.1, 0.0, -0.4], [-0.6, -0.4, 0.3], [0.2, -0.1, 0.1], [0.0, 0.0, -0.2], [0.1, -0.1, 0.4], [-2.0, 3.0, -1.9], [4.3, 1.4, -0.1], [-0.4, 0.2, -0.7], [-0.1, -0.1, 0.1], [0.2, -0.4, 0.4], [0.0, -0.1, 0.0], [0.2, 0.0, -0.4], [0.0, -0.1, 0.6], [-0.1, -0.4, -0.1], [-0.6, 0.4, -0.4], [0.4, 0.3, -0.2], [0.1, -0.1, 0.4], [0.4, -0.4, -0.3]],
  "orbital_gap_ev": 2.3,
  "e_tot_ha": -2528.19527,
  "lumo_ha": -0.4203,
  "largest_force_ha_per_bohr": 0.147,
  "charge": 2
}

***

No. 2
{
  "formula": "C16H37FN2OSi",
  "method": "ωB97M-V/def2-TZVPD",
  "symbols": ["Si", "F", "O", "N", "N", "C", "C", "C", "C", "C", "C", "C", "C", "C", "C", "C", "C", "C", "C", "C", "C", "H", "H", "H", "H", "H", "H", "H", "H", "H", "H", "H", "H", "H", "H", "H", "H", "H", "H", "H", "H", "H", "H", "H", "H", "H", "H", "H", "H", "H", "H", "H", "H", "H", "H", "H", "H", "H"],
  "xyz": [[-2.878, 2.928, -1.845], [-5.526, 1.335, -1.660], [-5.553, 1.959, 0.460], [-1.493, -3.136, -1.455], [3.503, 2.591, 1.458], [-2.451, -5.194, -2.640], [-0.766, 1.663, -0.527], [4.609, 4.476, 2.635], [2.408, 1.636, 1.467], [3.682, 3.273, 2.726], [-5.266, 2.201, -0.668], [4.719, 2.150, 0.799], [-4.586, 3.443, -1.150], [-3.982, -2.693, -1.051], [-1.213, -3.788, -0.190], [2.521, 0.419, 2.392], [-1.491, -3.997, -2.624], [-1.863, 2.492, -0.308], [0.102, -4.554, -0.186], [-2.579, -2.174, -1.380], [5.653, 1.204, 1.565], [-1.672, -3.385, -3.511], [2.236, 1.286, 0.445], [2.811, 0.696, 3.406], [6.629, 1.179, 1.076], [1.552, -0.081, 2.456], [-2.309, -1.431, -0.622], [0.311, -4.922, 0.819], [4.277, 5.167, 1.859], [5.295, 3.038, 0.523], [-4.395, 4.117, -0.327], [-0.476, -4.379, -2.762], [-1.149, -3.017, 0.583], [-2.146, 2.832, 0.686], [0.131, 2.138, -0.916], [-3.985, -3.359, -0.188], [1.497, 2.180, 1.736], [-0.862, 0.595, -0.351], [4.455, 1.692, -0.157], [5.638, 4.185, 2.423], [5.814, 1.524, 2.595], [-2.179, 4.031, -2.538], [5.278, 0.182, 1.576], [0.073, -5.420, -0.849], [-2.440, -5.747, -1.699], [-4.637, -1.851, -0.815], [-2.936, 1.692, -2.635], [0.929, -3.912, -0.489], [-2.021, -4.472, 0.113], [-3.476, -4.893, -2.851], [-4.431, -3.215, -1.895], [-5.188, 3.897, -1.932], [3.231, -0.315, 2.014], [4.612, 5.011, 3.585], [-2.621, -1.616, -2.320], [-2.155, -5.889, -3.429], [4.056, 2.598, 3.511], [2.705, 3.632, 3.060]],
  "forces_ev_per_a": [[1.5, 1.2, 1.0], [-0.1, -0.2, -0.2], [0.0, -0.4, -0.5], [0.0, 0.3, -0.1], [-0.2, -0.1, -0.2], [0.0, 0.0, -0.1], [-1.2, 0.6, 0.5], [0.1, 0.0, 0.0], [-0.2, 0.0, 0.1], [0.2, 0.1, 0.1], [0.0, 1.0, 1.2], [0.3, 0.1, -0.1], [0.4, -1.0, -0.7], [-0.1, 0.1, -0.1], [0.1, -0.2, 0.0], [-0.1, -0.1, -0.1], [0.2, -0.3, -0.1], [0.9, 0.9, -0.7], [0.0, -0.1, 0.0], [-0.1, 0.2, 0.1], [0.0, -0.1, -0.1], [-0.1, 0.1, 0.1], [0.1, 0.0, 0.0], [0.0, 0.0, 0.0], [0.0, 0.0, 0.0], [0.0, 0.0, 0.0], [0.1, -0.1, 0.1], [0.0, 0.0, 0.0], [0.0, 0.0, 0.0], [0.0, 0.0, 0.1], [-0.2, 0.2, 0.2], [0.0, 0.0, 0.1], [-0.1, 0.1, -0.1], [-1.5, -1.9, 0.3], [-0.3, -0.8, -2.0], [0.0, 0.0, 0.0], [0.1, 0.1, 0.1], [1.2, 0.1, 1.7], [-0.2, 0.0, 0.1], [0.0, 0.0, 0.0], [0.0, 0.0, 0.0], [-0.4, 0.1, -0.5], [0.0, 0.0, 0.1], [0.0, 0.0, 0.0], [0.0, 0.0, 0.0], [0.0, 0.0, 0.0], [-0.2, 0.1, -0.2], [0.0, 0.0, 0.0], [0.0, 0.0, 0.1], [0.0, 0.0, 0.1], [0.0, -0.1, 0.0], [0.0, 0.1, -0.1], [0.1, 0.0, 0.1], [0.0, 0.0, 0.0], [0.1, -0.1, -0.1], [0.0, 0.0, 0.0], [0.0, 0.0, 0.1], [-0.1, -0.2, -0.1]],
  "orbital_gap_ev": 6.9,
  "e_tot_ha": -1205.77223,
  "lumo_ha": -0.0272,
  "largest_force_ha_per_bohr": 0.047,
  "charge": 0
}

***

No. 3
{
  "formula": "C34H56O15",
  "method": "ωB97M-V/def2-TZVPD",
  "symbols": ["O", "O", "O", "O", "O", "O", "O", "O", "O", "O", "O", "O", "O", "O", "O", "C", "C", "C", "C", "C", "C", "C", "C", "C", "C", "C", "C", "C", "C", "C", "C", "C", "C", "C", "C", "C", "C", "C", "C", "C", "C", "C", "C", "C", "C", "C", "C", "C", "C", "H", "H", "H", "H", "H", "H", "H", "H", "H", "H", "H", "H", "H", "H", "H", "H", "H", "H", "H", "H", "H", "H", "H", "H", "H", "H", "H", "H", "H", "H", "H", "H", "H", "H", "H", "H", "H", "H", "H", "H", "H", "H", "H", "H", "H", "H", "H", "H", "H", "H", "H", "H", "H", "H", "H", "H"],
  "xyz": [[-8.325, 1.865, 2.433], [-10.692, -5.907, -0.264], [1.660, 3.104, -0.393], [10.435, -4.465, -3.884], [-9.582, -4.183, -1.182], [10.695, -2.600, -2.661], [-10.048, -4.167, 1.032], [-8.164, -0.072, 3.593], [6.762, -1.090, 2.284], [9.189, -4.161, -2.021], [0.337, 2.208, -1.938], [-7.886, -0.083, 1.364], [7.251, -1.019, 0.077], [-0.800, 3.129, -0.242], [6.193, -2.810, 0.928], [11.744, -2.616, -3.631], [3.728, -1.164, 3.020], [-4.510, 3.443, 0.574], [2.386, 0.389, 0.157], [-3.177, 3.645, 1.411], [-10.102, -4.700, -0.033], [-8.142, 0.685, 2.459], [6.987, -1.390, -2.303], [-4.268, 3.257, -0.996], [3.222, -1.361, 1.936], [3.024, 3.633, 1.689], [6.738, -1.590, 1.203], [1.648, 5.836, 1.160], [10.025, -3.779, -2.781], [-2.299, 2.337, 1.605], [7.215, -2.017, -0.947], [1.986, 1.297, 1.380], [11.189, -3.546, -4.673], [3.880, 5.886, 2.534], [-8.222, -1.433, 3.168], [12.024, -1.223, -4.148], [-7.521, -1.380, 1.841], [6.084, -2.893, -0.490], [-1.454, 1.939, 0.324], [-7.966, -2.456, 0.877], [-9.663, -5.209, -2.175], [2.500, -1.168, 0.550], [1.813, 2.847, 1.024], [0.396, 2.789, -0.872], [3.077, 5.178, 1.333], [-10.820, -6.030, -1.679], [-1.342, 2.616, 2.872], [-5.442, 2.304, 1.173], [-9.882, -4.616, -3.548], [4.760, 5.215, 2.776], [10.509, -3.055, -5.375], [6.188, -3.923, -0.830], [5.099, -2.517, -0.783], [4.213, 6.930, 2.277], [0.886, 3.190, 1.587], [-2.570, 4.460, 0.922], [12.397, -0.588, -3.341], [0.970, 5.665, 2.055], [-9.026, -2.368, 0.661], [1.811, 6.957, 1.090], [-7.443, -2.347, -0.077], [-2.917, 1.434, 1.905], [-0.687, 1.133, 0.562], [-3.965, 2.198, -1.234], [-10.028, -5.396, -4.296], [-4.958, 1.286, 1.158], [-5.098, 4.414, 0.682], [3.130, -1.694, -0.221], [1.488, -1.677, 0.538], [-11.794, -5.629, -1.973], [3.216, 5.895, 3.448], [-9.273, -1.726, 3.092], [-2.098, 1.501, -0.502], [3.675, 5.381, 0.387], [-9.022, -4.009, -3.839], [-7.765, -3.450, 1.274], [-0.485, 1.887, 2.832], [3.998, 3.124, 1.407], [-5.610, 2.574, 2.263], [11.968, -4.062, -5.233], [8.167, -2.551, -0.932], [2.740, 1.256, 2.228], [12.639, -3.031, -3.157], [1.147, 5.497, 0.213], [1.678, 0.434, -0.715], [-6.432, -1.403, 1.960], [11.111, -0.752, -4.518], [-3.489, 4.018, -1.310], [-6.430, 2.288, 0.628], [-5.256, 3.447, -1.501], [7.828, -0.744, -2.567], [12.765, -1.240, -4.949], [-7.720, -2.086, 3.882], [-10.756, -7.073, -1.987], [-3.451, 3.995, 2.460], [3.421, 0.660, -0.230], [6.876, -2.152, -3.077], [-10.749, -3.951, -3.552], [6.097, -0.756, -2.297], [-8.727, -5.777, -2.152], [-0.944, 3.671, 2.749], [-1.929, 2.517, 3.838], [4.088, -0.778, 4.005], [1.022, 0.899, 1.815], [2.856, 3.554, 2.812]],
  "forces_ev_per_a": [[0.0, -0.6, 0.0], [0.2, 0.5, 0.1], [-2.0, -0.2, 1.0], [-0.3, 0.3, 0.4], [-0.2, -0.3, 0.6], [-0.4, -0.6, 0.0], [-0.6, -0.8, -0.4], [0.0, 0.3, -0.4], [0.1, -0.2, -0.3], [0.3, 0.0, -0.3], [0.1, 0.8, 1.3], [-0.1, 0.4, 0.6], [-0.4, -0.2, 0.6], [2.1, -0.4, 1.1], [0.2, 0.5, 0.1], [0.5, 0.8, -0.5], [-0.2, 0.6, 0.3], [-0.3, 0.0, -0.1], [1.1, -0.9, 0.4], [-0.6, -0.7, -0.1], [-0.1, 0.1, 0.5], [-0.1, 0.6, 0.0], [0.2, 0.4, 0.0], [-0.3, 0.2, 1.1], [-1.0, 1.0, -1.1], [-0.5, 0.4, -1.0], [0.0, 0.2, 0.5], [0.5, 0.5, 0.1], [-0.2, -0.2, 0.3], [0.8, 0.4, 0.6], [0.1, 0.2, -1.0], [-0.3, 0.1, -0.3], [0.3, -0.3, -0.4], [-0.4, -0.9, -0.4], [0.1, -0.3, 0.4], [-0.1, 0.3, 0.4], [0.0, -1.0, -0.6], [-0.1, -0.6, -0.1], [-0.8, -0.8, -0.1], [0.4, 0.7, -0.5], [-0.1, 0.1, -1.0], [0.8, -0.3, 1.1], [0.1, -0.2, 2.4], [-0.1, -1.2, -2.3], [0.3, 0.5, 0.6], [-0.1, -0.5, -0.1], [-0.3, 0.1, -1.1], [0.4, 0.9, 0.3], [0.2, 0.5, 0.0], [-0.8, 1.0, -0.2], [0.1, 0.1, 0.1], [0.0, 0.0, 0.2], [0.1, 0.1, -0.1], [-0.3, -1.1, 0.3], [1.0, -0.2, -1.0], [-0.4, -0.9, 0.6], [0.1, -0.1, -0.1], [0.8, 0.0, -1.0], [0.2, 0.1, 0.2], [-0.3, -1.2, 0.0], [0.1, 0.0, 0.1], [0.5, 1.1, -0.7], [-0.8, 1.1, -0.1], [-0.1, 1.2, 0.1], [0.0, 0.0, 0.1], [-0.5, 1.0, -0.2], [0.7, -1.1, -0.1], [-0.7, 0.5, 0.6], [1.1, 0.6, 0.3], [0.1, 0.1, -0.1], [0.7, 0.2, -0.9], [0.1, -0.1, -0.2], [0.6, 0.6, 1.1], [-0.8, -0.5, 1.0], [0.0, -0.1, 0.0], [0.0, 0.1, 0.1], [-0.8, 0.7, 0.4], [-1.0, 0.6, 0.5], [-0.1, -0.4, -1.2], [-0.1, -0.1, 0.1], [-0.2, 0.0, 0.1], [-0.8, -0.3, -1.2], [-0.1, -0.1, 0.0], [0.4, 0.3, 1.0], [0.6, 0.2, 1.0], [0.0, 0.1, 0.1], [0.0, -0.2, -0.1], [-0.9, -1.1, 0.0], [1.1, -0.1, 0.7], [1.1, -0.1, 0.3], [0.0, -0.1, 0.0], [0.0, -0.1, 0.1], [0.0, 0.2, 0.1], [0.0, 0.0, 0.2], [0.2, -0.3, -1.3], [-1.3, 0.0, 0.5], [0.0, 0.0, 0.1], [0.0, -0.2, 0.1], [0.0, -0.1, 0.0], [-0.1, 0.0, 0.1], [-0.3, -1.2, 0.4], [0.8, 0.2, -1.2], [-0.3, -1.0, -1.6], [1.0, 0.4, -0.5], [0.3, -0.1, -1.3]],
  "orbital_gap_ev": 10.1,
  "e_tot_ha": -2457.64288,
  "lumo_ha": 0.0186,
  "largest_force_ha_per_bohr": 0.051,
  "charge": 0
}

***

No. 4
{
  "formula": "C5H3NO2",
  "method": "ωB97M-V/def2-TZVPD",
  "symbols": ["O", "O", "N", "C", "C", "C", "C", "C", "H", "H", "H"],
  "xyz": [[-2.596, 0.275, -0.204], [0.351, 2.088, 0.035], [1.833, -1.121, -0.005], [-1.862, -0.628, 0.234], [0.471, 0.832, 0.035], [1.983, 0.223, 0.029], [-0.422, -0.371, -0.005], [0.491, -1.327, -0.146], [-2.215, -1.744, 0.731], [0.418, -2.477, -0.236], [2.960, 0.795, 0.010]],
  "forces_ev_per_a": [[0.6, -2.9, 1.9], [-0.4, -4.8, 0.1], [3.2, 5.6, -0.4], [-1.5, 1.4, -1.7], [1.6, 4.9, -0.1], [-1.6, -3.2, -0.2], [0.8, -0.2, 0.8], [-0.7, -5.1, 0.7], [0.8, 3.1, -1.3], [-1.2, 2.0, 0.0], [-1.4, -0.8, 0.2]],
  "orbital_gap_ev": 8.2,
  "e_tot_ha": -397.43156,
  "lumo_ha": -0.0725,
  "largest_force_ha_per_bohr": 0.126,
  "relative_energy_kcal_mol": 63.44,
  "charge": 0
}